(1)
19
Properties=species:S:1:pos:R:3:lowdin_spin:R:1 method="wB97M-V/def2-TZVPD" e_tot_ev=-45955.1492 gap_ev="7.2 / 7.9" e_homo_ev="-6.9 / -10.1" multiplicity=3
S -1.493 1.754 1.294 0.23
S 0.562 -1.437 -1.504 0.25
F 2.138 1.511 0.504 0.01
F -1.826 2.106 -1.179 0.11
F 0.504 -0.192 2.089 0.02
F 2.306 -1.271 1.558 0.03
F 3.177 -0.069 -0.582 0.03
F 1.858 1.264 -1.629 0.00
F 0.405 -2.152 1.195 0.00
C 1.040 -1.012 1.124 0.06
C -2.391 -0.205 -0.428 0.07
C 0.886 -0.350 -0.169 0.52
C 1.992 0.605 -0.422 0.05
C -1.797 1.151 -0.253 0.54
H -1.187 0.842 2.177 0.02
H -2.579 -0.673 0.527 0.00
H -1.595 -0.800 -1.028 0.03
H -3.329 -0.211 -0.963 0.02
H 1.328 -0.861 -2.312 0.02



(2)
13
Properties=species:S:1:pos:R:3:mulliken_charge:R:1 method="wB97M-V/def2-TZVPD" e_tot_ev=-10961.6513 gap_ev=12.5 smiles=CCC(F)(C#N)C#N e_homo_ev=-12.2 de_lowest_kcal_mol=34.04
F -1.728 -0.245 1.549 -0.28
N -1.783 -1.885 -1.236 -0.37
N -1.467 2.275 -0.780 -0.33
C 1.449 -0.009 -0.502 -1.11
C -1.410 -1.042 -0.541 -0.07
C -1.329 1.373 -0.120 -0.13
C 0.545 -0.055 0.762 -0.75
C -1.030 0.021 0.363 1.24
H 1.268 -0.884 -1.097 0.38
H 0.701 0.710 1.430 0.45
H 1.382 0.919 -0.986 0.39
H 0.800 -1.099 1.234 0.30
H 2.603 -0.079 -0.076 0.28



(3)
16
Properties=species:S:1:pos:R:3:lowdin_spin:R:1 method="wB97M-V/def2-TZVPD" e_tot_ev=-34068.0076 gap_ev="5.4 / 7.7" e_homo_ev="-11.0 / -13.2" de_lowest_kcal_mol=0.00 multiplicity=8 charge=+1
Sm 0.937 1.302 2.107 6.03
F -1.765 1.017 -1.093 0.04
O 0.122 1.640 -0.138 0.01
O 0.403 1.401 -4.542 0.04
O 0.238 -0.235 -3.002 0.16
O -0.146 1.846 -2.404 0.00
C 0.161 -0.266 -1.635 0.62
C 0.197 1.058 -3.417 0.01
C -0.491 -1.012 3.212 0.00
C 0.385 -1.478 2.307 0.00
C -0.367 1.066 -1.189 0.06
H 0.551 -1.183 -1.202 0.04
H -0.238 -1.005 4.277 0.00
H 0.135 -1.634 1.175 0.00
H -1.496 -0.668 2.948 0.00
H 1.374 -1.848 2.595 0.00



(4)
13
Properties=species:S:1:pos:R:3:mulliken_charge:R:1 method="wB97M-V/def2-TZVPD" e_tot_ev=-20862.3033 gap_ev=10.2 e_homo_ev=-9.4 de_lowest_kcal_mol=84.03
S -2.391 -0.811 -0.110 -0.24
F 1.641 -1.992 -0.413 -0.29
O 0.781 1.342 -0.599 -0.42
C 0.499 0.083 -1.083 0.00
C 0.092 1.064 0.548 0.14
C 1.049 -0.852 -0.065 0.31
C -0.950 0.306 -0.515 -0.45
C 0.917 -0.240 1.142 -0.98
H 0.587 -0.152 -2.089 0.57
H -0.170 1.961 1.145 0.42
H 1.290 -0.426 2.074 0.50
H -1.829 -1.426 0.975 0.13
H -1.517 1.144 -1.009 0.30



(5)
13
Properties=species:S:1:pos:R:3:mulliken_charge:R:1 method="wB97M-V/def2-TZVPD" e_tot_ev=-29650.4495 gap_ev=8.4 e_homo_ev=-8.7 de_lowest_kcal_mol=61.30
S 1.605 0.191 -1.197 -0.15
S -1.235 2.602 -0.454 -0.32
F -2.170 -0.172 0.043 -0.31
C 0.268 -1.108 -0.414 -0.37
C 0.632 -0.623 0.884 -0.61
C -0.613 1.159 -0.316 -0.14
C -0.994 -0.155 -0.750 0.14
C 0.704 0.875 0.332 -0.31
H 1.389 1.389 0.903 0.69
H -0.169 -0.907 1.735 0.23
H 1.580 -0.786 1.516 0.27
H 0.347 -2.186 -0.577 0.46
H -1.344 -0.278 -1.704 0.41



(6)
15
Properties=species:S:1:pos:R:3:lowdin_spin:R:1 method="wB97M-V/def2-TZVPD" e_tot_ev=-27048.3353 gap_ev="6.4 / 6.0" e_homo_ev="-6.6 / -10.1" de_lowest_kcal_mol=8.16 multiplicity=3
I -2.918 0.909 -1.383 1.25
I -2.905 -2.567 -0.454 0.19
O -4.884 1.298 1.434 0.00
O -3.667 3.186 2.024 0.00
N -2.476 0.083 2.480 0.03
C -0.526 -0.626 -0.007 0.02
C -4.275 2.232 1.712 0.00
C -2.036 -0.641 -0.026 0.41
C -2.461 -0.215 1.343 0.03
C 0.106 0.735 0.238 0.02
H 1.215 0.546 0.452 0.00
H -0.406 -1.452 0.788 0.01
H -0.391 1.160 1.129 0.00
H -0.186 1.409 -0.687 0.02
H 0.043 -1.120 -0.879 0.00



(7)
16
Properties=species:S:1:pos:R:3:mulliken_charge:R:1 method="wB97M-V/def2-TZVPD" e_tot_ev=-31833.3111 gap_ev="5.7 / 5.1" e_homo_ev="-3.2 / -2.6" de_lowest_kcal_mol=21.48 charge=-1
I 0.010 -2.771 -0.774 0.00
S -1.663 0.821 1.258 -0.19
O 2.808 0.493 0.844 -0.69
O 1.703 2.240 -0.162 -0.66
O -1.336 -1.371 2.898 -0.43
N 0.836 0.112 -0.158 0.08
C -1.562 0.401 -0.533 -0.26
C 1.963 1.127 0.250 0.67
C -0.091 0.499 -1.192 -1.07
C 0.771 -1.100 0.218 -0.50
C -1.251 -0.832 1.832 0.14
H 0.031 1.539 -1.377 0.40
H -1.687 -0.765 -0.755 0.12
H 1.432 -1.365 0.978 0.63
H -2.082 1.049 -1.225 0.43
H 0.116 -0.078 -2.099 0.35



(8)
11
Properties=species:S:1:pos:R:3:mulliken_charge:R:1 method="wB97M-V/def2-TZVPD" e_tot_ev=-6753.6311 gap_ev=11.5 smiles=C#C[C@@H](C)C#N e_homo_ev=-10.8 de_lowest_kcal_mol=52.50
N 2.808 -0.367 -0.152 -0.42
C 0.251 -0.164 0.403 0.65
C -0.729 2.307 0.134 0.14
C -0.557 -1.198 -0.374 -1.25
C 1.659 -0.285 0.045 0.09
C -0.266 1.209 0.217 -0.91
H -0.434 -1.064 -1.475 0.31
H -1.087 3.259 -0.068 0.48
H -1.611 -1.024 -0.071 0.34
H 0.164 -0.483 1.445 0.20
H -0.198 -2.189 -0.104 0.36



(9)
11
Properties=species:S:1:pos:R:3:mulliken_charge:R:1 method="wB97M-V/def2-TZVPD" e_tot_ev=-6753.5472 gap_ev=11.2 smiles=C#CCCC#N e_homo_ev=-10.5 de_lowest_kcal_mol=54.44
N 3.025 0.018 -0.056 -0.42
C 1.865 -0.184 0.046 0.10
C -2.924 -0.311 -0.031 0.01
C 0.438 -0.467 0.007 -0.38
C -0.437 0.760 0.037 -0.47
C -1.817 0.247 -0.016 -0.42
H 0.158 -1.098 -0.836 0.33
H -3.872 -0.836 0.023 0.39
H 0.254 -1.199 0.865 0.28
H -0.262 1.420 -0.857 0.28
H -0.202 1.318 0.933 0.31



(10)
11
Properties=species:S:1:pos:R:3:mulliken_charge:R:1 method="wB97M-V/def2-TZVPD" e_tot_ev=-6750.8774 gap_ev=8.7 e_homo_ev=-8.3 de_lowest_kcal_mol=116.01
N -0.647 2.826 0.469 -0.46
C -0.436 1.707 0.239 0.29
C 2.121 -0.645 0.467 -0.50
C 1.077 -0.109 -0.016 0.20
C -0.204 0.338 -0.060 0.00
C -1.311 -0.542 -0.578 -1.13
H -1.440 -0.377 -1.651 0.28
H -2.259 -0.322 -0.079 0.34
H 1.043 -0.365 1.232 0.31
H -1.076 -1.600 -0.420 0.33
H 3.172 -0.953 0.393 0.34



(11)
11
Properties=species:S:1:pos:R:3:mulliken_charge:R:1 method="wB97M-V/def2-TZVPD" e_tot_ev=-6749.8664 gap_ev=9.7 e_homo_ev=-9.9 de_lowest_kcal_mol=139.32
N -2.116 0.089 0.038 -0.48
C 0.194 0.094 0.493 -0.14
C 0.908 -1.060 -0.137 -0.49
C -1.111 0.711 -0.225 -0.22
C 1.598 0.326 -0.056 -0.01
C 2.638 1.053 -0.139 -0.19
H 0.970 -1.797 0.642 0.23
H 0.808 -1.408 -1.151 0.27
H -3.041 0.368 -0.175 0.24
H 0.064 0.014 1.529 0.37
H -0.911 1.611 -0.818 0.42



(12)
11
Properties=species:S:1:pos:R:3:mulliken_charge:R:1 method="wB97M-V/def2-TZVPD" e_tot_ev=-6750.7811 gap_ev="8.8 / 8.8" smiles=c1cc2n(c1)C2 e_homo_ev="-8.8 / -8.8" de_lowest_kcal_mol=118.23
N -0.756 0.625 -0.456 -0.24
C -1.342 -0.728 -0.350 -0.38
C 1.030 -0.564 0.206 -0.45
C 0.218 0.892 -1.357 -0.29
C -0.404 -0.341 0.663 0.01
C 1.405 0.425 -0.756 -0.14
H -2.363 -0.909 -0.340 0.29
H 1.854 -0.855 0.803 0.37
H 0.040 1.660 -2.295 0.28
H 2.507 0.475 -0.973 0.33
H -0.789 -1.489 -0.976 0.21



(13)
11
Properties=species:S:1:pos:R:3:mulliken_charge:R:1 method="wB97M-V/def2-TZVPD" e_tot_ev=-6748.7090 gap_ev=9.3 smiles=[C@@H]12[C@H]3[C@@H]1N1[C@H]3[C@H]21 e_homo_ev=-8.2 de_lowest_kcal_mol=166.01
N -0.195 1.144 -0.559 -0.54
C 0.368 -0.814 -0.584 -0.58
C -0.498 -0.670 0.666 -0.34
C -1.121 -0.325 -0.621 -0.29
C 0.117 0.725 0.839 -0.30
C 1.087 0.475 -0.244 -0.08
H -2.037 0.202 -0.839 0.40
H 2.103 0.861 -0.404 0.43
H -0.608 -1.490 1.359 0.42
H 0.069 1.492 1.604 0.42
H 0.715 -1.602 -1.218 0.45



(14)
11
Properties=species:S:1:pos:R:3:mulliken_charge:R:1 method="wB97M-V/def2-TZVPD" e_tot_ev=-6752.9968 gap_ev=10.7 smiles=CC#CCC#N e_homo_ev=-10.1 de_lowest_kcal_mol=67.13
N -1.149 -2.786 0.877 -0.38
C -0.510 1.997 0.023 -1.02
C -0.133 0.805 -0.701 0.07
C -0.266 -2.218 0.395 0.22
C 0.812 -1.418 -0.196 -0.21
C 0.216 -0.315 -0.977 -0.02
H -1.315 1.741 0.731 0.27
H 1.563 -2.048 -0.685 0.30
H 0.350 2.361 0.610 0.27
H -0.836 2.735 -0.703 0.31
H 1.267 -0.853 0.626 0.19



(15)
11
Properties=species:S:1:pos:R:3:mulliken_charge:R:1 method="wB97M-V/def2-TZVPD" e_tot_ev=-6751.4592 gap_ev=10.5 smiles="C=C=CCC#N" e_homo_ev=-9.9 de_lowest_kcal_mol=102.59
N 3.050 0.923 -1.071 -0.42
C -1.337 -0.117 0.139 0.23
C 1.252 -0.233 0.488 -0.30
C -2.531 0.175 0.270 -0.53
C 2.275 0.691 -0.316 0.19
C -0.095 -0.352 -0.350 -0.45
H 1.783 0.027 1.463 0.33
H -0.137 -0.782 -1.459 0.27
H -2.817 1.169 -0.126 0.21
H -3.388 -0.376 0.775 0.24
H 1.944 -1.124 0.188 0.23



(16)
12
Properties=species:S:1:pos:R:3:mulliken_charge:R:1 method="wB97M-V/def2-TZVPD" e_tot_ev=-8236.4463 gap_ev=9.6 e_homo_ev=-15.3 de_lowest_kcal_mol=0.00 charge=+1
N 0.012 0.794 0.412 0.01
N 0.382 -2.360 -0.176 -0.34
C 0.546 0.499 1.644 -0.11
C -0.939 0.660 -1.961 -0.97
C 0.724 -1.683 0.707 0.35
C -0.381 0.533 -0.652 0.58
C 0.992 -0.789 1.746 -0.33
H 0.787 1.315 2.347 0.41
H -0.373 1.205 -2.713 0.35
H 1.336 -1.027 2.761 0.38
H -1.200 -0.291 -2.293 0.34
H -1.885 1.144 -1.822 0.33



(17)
13
Properties=species:S:1:pos:R:3:mulliken_charge:R:1 method="wB97M-V/def2-TZVPD" e_tot_ev=-9732.2238 gap_ev=9.2 e_homo_ev=-8.9 de_lowest_kcal_mol=75.29
N -2.135 0.010 -0.220 -0.45
N 0.019 0.649 -0.198 0.12
N 1.275 -1.370 -0.246 -0.61
C 1.978 -0.209 -0.003 -0.21
C 0.083 -0.710 -0.323 0.13
C -1.358 0.962 -0.109 0.04
C -1.283 -1.150 -0.001 -0.29
C 1.360 0.949 -0.164 -0.09
H -1.238 -1.148 1.263 0.21
H -1.470 2.107 0.126 0.29
H -2.025 -2.196 -0.342 0.30
H 1.759 2.106 -0.097 0.27
H 3.035 0.002 0.313 0.30



(18)
13
Properties=species:S:1:pos:R:3:mulliken_charge:R:1 method="wB97M-V/def2-TZVPD" e_tot_ev=-9729.4811 gap_ev=9.9 smiles=C#CCn1ccnn1 e_homo_ev=-9.3 de_lowest_kcal_mol=138.54
N -2.180 -0.539 -1.372 -0.36
N -1.894 -0.250 -0.010 -0.49
N -0.509 -0.413 0.191 0.52
C 2.137 1.614 0.608 -0.15
C 1.019 1.287 1.132 -0.20
C 0.051 -0.945 -0.819 -0.02
C -0.154 0.259 1.488 -0.38
C -0.959 -0.888 -1.844 -0.37
H -1.137 0.745 1.984 0.31
H -0.817 -1.436 -2.872 0.29
H 2.860 2.397 -0.048 0.28
H 0.362 -0.515 1.996 0.30
H 1.220 -1.315 -0.433 0.27



(19)
13
Properties=species:S:1:pos:R:3:mulliken_charge:R:1 method="wB97M-V/def2-TZVPD" e_tot_ev=-9734.5578 gap_ev=9.5 smiles="C=Cc1ncncn1" e_homo_ev=-9.8 de_lowest_kcal_mol=21.47
N 0.495 -2.045 -1.450 -0.54
N 0.949 -1.049 0.663 -0.51
N -0.335 0.106 -0.857 -0.43
C 0.018 1.146 1.244 -0.30
C -0.174 -0.849 -1.729 0.03
C 0.130 -0.044 0.329 0.66
C -0.894 2.152 0.911 -0.64
C 0.968 -2.014 -0.166 0.15
H 1.338 -3.080 0.200 0.30
H -0.658 -0.576 -2.673 0.38
H -1.486 1.929 -0.068 0.22
H -0.923 3.054 1.436 0.34
H 0.573 1.271 2.159 0.36



(20)
13
Properties=species:S:1:pos:R:3:mulliken_charge:R:1 method="wB97M-V/def2-TZVPD" e_tot_ev=-9733.8135 gap_ev=8.6 smiles="[H]/N=c1/ccnccn1" e_homo_ev=-9.5 de_lowest_kcal_mol=38.63
N 1.602 -1.937 -0.161 -0.67
N -0.989 1.706 -0.582 -0.52
N 0.248 -0.766 1.297 -0.51
C 0.222 -0.322 -1.215 -0.42
C -0.396 0.830 -1.472 0.08
C 0.717 -1.061 -0.032 0.53
C -1.025 1.381 0.626 0.06
C -0.466 0.268 1.474 0.07
H 0.597 -0.830 -2.134 0.26
H -0.812 0.389 2.517 0.29
H -1.652 1.994 1.303 0.26
H 1.836 -2.294 0.709 0.30
H -0.303 1.144 -2.558 0.27



Maximum force / eV/Å: 3.7; 4.6; 3.3; 5.1; 5.7; 3.5; 4.3; 3.2; 4.1; 3.3; 4.6; 5.3; 4.6; 1.1; 7.8; 3.2; 6.5; 7.9; 5.4; 2.7